# 1
DFT (wB97M-V/def2-TZVPD) results for 6 unconnected molecules or ions with the total composition C30H72BN4O8 at a distorted geometry.

Geometry as ORCA input:
```
! RIJCOSX wB97M-V def2-TZVPD def2/J DEFGRID3
* xyz 1 1
C 0.934 1.163 -0.514
C 1.011 -0.436 -0.899
O 1.502 -0.775 -2.123
N 0.558 -1.489 0.088
C -0.900 -1.858 -0.071
C -1.332 -2.361 -1.571
C -2.999 -2.234 -1.630
C -3.459 -0.779 -2.228
C -3.993 0.298 -1.113
N -4.584 -0.179 0.194
C -4.432 1.089 1.062
N -5.415 1.556 1.926
N -3.035 1.623 0.776
C -2.869 1.423 -0.718
C -3.069 2.935 -1.345
B -3.110 2.868 -3.004
O -1.835 2.948 -3.796
O -4.392 2.695 -3.767
H 1.897 1.451 0.103
H 0.828 1.783 -1.523
H -0.002 1.349 0.189
H 0.603 -1.002 1.033
H -1.095 -2.782 0.659
H -1.652 -1.014 0.312
H -0.998 -3.485 -1.786
H -0.938 -1.697 -2.450
H -3.449 -3.065 -2.339
H -3.374 -2.472 -0.548
H -2.577 -0.236 -2.819
H -4.323 -0.930 -3.008
H -4.932 0.775 -1.674
H -3.936 -0.811 0.747
H -5.509 1.192 2.921
H -6.119 2.257 1.604
H -2.887 2.584 1.160
H -1.817 1.084 -1.131
H -2.142 3.617 -1.072
H -4.076 3.452 -0.972
H -1.180 2.410 -3.237
H -4.635 1.711 -3.729
C -0.770 0.742 -5.888
C -1.156 -0.645 -5.405
O -2.273 -1.196 -6.098
C -2.114 -1.400 -7.499
C -1.006 -2.379 -7.844
H -1.640 1.407 -5.893
H 0.001 1.171 -5.242
H -0.374 0.713 -6.907
H -1.448 -0.579 -4.351
H -0.304 -1.331 -5.449
H -1.970 -0.442 -8.010
H -3.065 -1.806 -7.862
H -0.023 -1.974 -7.591
H -1.012 -2.602 -8.915
H -1.128 -3.314 -7.286
C -6.801 -3.300 0.397
C -6.449 -4.733 0.042
O -5.299 -5.221 0.728
C -5.383 -5.276 2.150
C -6.475 -6.202 2.654
H -5.930 -2.648 0.286
H -7.605 -2.932 -0.248
H -7.142 -3.218 1.434
H -6.215 -4.781 -1.027
H -7.301 -5.402 0.203
H -5.495 -4.269 2.565
H -4.416 -5.652 2.502
H -7.469 -5.815 2.413
H -6.413 -6.312 3.741
H -6.389 -7.191 2.192
C 3.892 -1.773 0.000
C 4.718 -0.523 0.245
O 5.588 -0.630 1.368
C 6.589 -1.642 1.302
C 7.565 -1.451 0.155
H 3.374 -2.082 0.913
H 3.151 -1.595 -0.785
H 4.521 -2.610 -0.318
H 4.037 0.308 0.459
H 5.282 -0.240 -0.650
H 6.127 -2.634 1.268
H 7.144 -1.590 2.246
H 7.077 -1.594 -0.812
H 8.385 -2.172 0.226
H 7.981 -0.438 0.165
C 11.688 3.215 1.596
C 12.029 1.821 2.092
O 11.599 1.574 3.428
C 10.195 1.641 3.666
C 9.400 0.617 2.876
H 12.034 3.974 2.304
H 12.152 3.399 0.622
H 10.608 3.343 1.481
H 13.119 1.708 2.093
H 11.638 1.053 1.417
H 9.826 2.656 3.484
H 10.053 1.446 4.735
H 9.428 0.830 1.804
H 8.352 0.620 3.191
H 9.811 -0.388 3.021
C -1.430 5.593 5.462
C -1.927 5.084 4.121
O -2.041 3.664 4.061
C -2.958 3.061 4.969
C -4.394 3.508 4.760
H -0.511 5.078 5.757
H -1.236 6.668 5.416
H -2.168 5.421 6.252
H -1.203 5.370 3.350
H -2.876 5.555 3.846
H -2.637 3.227 6.002
H -2.900 1.981 4.795
H -4.525 4.562 5.020
H -5.072 2.922 5.388
H -4.689 3.390 3.713
*
```

The total energy comes out at -55280.48999 eV.

---

# 2
DFT (wB97M-V/def2-TZVPD) results for 6 unconnected molecules or ions with the total composition C30H72N6O17PS5.

Geometry as ORCA input:
```
! RIJCOSX wB97M-V def2-TZVPD def2/J DEFGRID3
* xyz 1 1
C -1.501 -0.114 0.241
C -0.058 0.396 0.420
P 0.735 0.574 -1.212
C 1.338 -1.101 -1.719
C 0.671 -2.312 -1.062
N 2.250 1.378 -0.799
C 2.668 2.562 -1.330
N 1.950 3.220 -2.223
C 2.366 4.465 -2.863
C 3.085 4.274 -4.219
C 3.527 2.844 -4.541
C 2.432 1.804 -4.852
C 1.057 2.342 -5.237
N 0.028 1.296 -5.317
N 3.852 2.951 -0.856
C 4.178 2.006 0.020
O 5.226 2.012 0.809
N 6.636 2.364 0.091
O 6.688 1.982 -0.959
N 3.298 1.008 0.063
C 3.273 -0.221 0.857
C 4.554 -1.057 0.765
C 4.197 -2.430 1.336
C 5.116 -1.130 -0.665
H -1.922 0.149 -0.732
H -1.556 -1.195 0.338
H -2.148 0.338 0.991
H -0.071 1.407 0.837
H 0.493 -0.234 1.117
H 2.414 -1.151 -1.575
H 1.179 -1.136 -2.800
H 0.661 -2.242 0.026
H 1.224 -3.216 -1.320
H -0.351 -2.453 -1.410
H 1.078 2.791 -2.497
H 1.458 5.054 -2.986
H 3.001 4.998 -2.158
H 2.460 4.671 -5.021
H 3.984 4.893 -4.206
H 4.211 2.905 -5.389
H 4.131 2.479 -3.705
H 2.774 1.180 -5.682
H 2.299 1.133 -3.994
H 1.118 2.843 -6.207
H 0.727 3.106 -4.528
H 0.465 0.382 -5.248
H -0.594 1.353 -4.519
H 3.041 0.028 1.896
H 2.441 -0.796 0.469
H 5.301 -0.611 1.419
H 4.974 -3.162 1.119
H 4.054 -2.390 2.413
H 3.269 -2.804 0.891
H 5.294 -2.164 -0.961
H 6.072 -0.610 -0.752
H 4.446 -0.697 -1.409
O -5.326 0.459 -6.604
S -4.297 1.369 -6.203
O -3.909 1.396 -4.822
O -4.676 2.825 -6.687
C -6.010 3.314 -6.365
C -6.165 3.715 -4.918
C -2.856 1.160 -7.181
H -6.731 2.552 -6.661
H -6.129 4.168 -7.028
H -6.082 2.859 -4.250
H -7.144 4.177 -4.785
H -5.402 4.441 -4.636
H -3.119 1.143 -8.234
H -2.422 0.212 -6.874
H -2.170 1.967 -6.945
O 2.750 -5.422 1.237
S 2.715 -6.842 1.023
O 1.511 -7.414 0.507
O 3.154 -7.563 2.352
C 2.468 -7.196 3.585
C 1.076 -7.769 3.679
C 4.075 -7.345 0.029
H 2.471 -6.109 3.668
H 3.120 -7.595 4.359
H 0.413 -7.344 2.927
H 0.669 -7.539 4.663
H 1.089 -8.850 3.541
H 4.987 -6.911 0.430
H 3.875 -6.977 -0.975
H 4.119 -8.430 0.032
O -9.743 5.521 -2.573
S -10.182 5.630 -3.932
O -9.206 5.908 -4.944
O -11.363 6.678 -4.011
C -11.145 7.987 -3.416
C -10.253 8.875 -4.252
C -11.106 4.209 -4.394
H -10.756 7.843 -2.408
H -12.151 8.393 -3.339
H -9.236 8.490 -4.304
H -10.227 9.868 -3.802
H -10.638 8.960 -5.268
H -11.847 4.006 -3.626
H -10.393 3.391 -4.468
H -11.572 4.396 -5.357
O 5.758 -1.348 6.464
S 4.441 -0.794 6.423
O 3.573 -1.162 5.341
O 4.541 0.787 6.496
C 5.531 1.439 5.654
C 5.210 1.348 4.177
C 3.608 -1.051 7.946
H 6.509 1.010 5.874
H 5.523 2.465 6.012
H 5.276 0.318 3.835
H 5.915 1.951 3.605
H 4.200 1.711 3.982
H 4.266 -0.756 8.758
H 3.384 -2.115 7.996
H 2.693 -0.465 7.942
O -1.527 -4.674 6.115
S -0.375 -4.498 6.946
O 0.726 -5.403 6.794
O -0.827 -4.437 8.457
C -1.675 -5.513 8.953
C -0.918 -6.799 9.192
C 0.215 -2.847 6.821
H -2.501 -5.644 8.255
H -2.071 -5.106 9.880
H -0.549 -7.229 8.263
H -1.590 -7.517 9.664
H -0.068 -6.629 9.852
H -0.621 -2.164 6.942
H 0.654 -2.754 5.829
H 0.968 -2.691 7.589
*
```

The total energy comes out at -139481.08123 eV.